Here is a structure of composition C23H22BrI2IrN2O7Se at a distorted geometry from the OMol25 dataset. Energies are from ωB97M-V with the def2-TZVPD basis set.

Atoms and positions in Å:
Ir1 -0.509 -0.837 -0.312
C1 0.500 3.716 -0.462
C2 0.565 3.121 0.896
N1 1.223 3.723 1.825
C3 1.368 3.266 3.059
C4 0.841 2.048 3.437
C5 1.045 1.544 4.851
O1 1.641 0.274 4.874
C6 0.132 1.293 2.478
C7 -0.354 -0.002 2.815
N2 -0.849 -0.876 2.004
C8 -1.187 -2.139 2.441
C9 -0.534 -2.772 3.513
C10 -0.942 -4.016 3.939
C11 -2.013 -4.660 3.330
C12 -2.653 -4.074 2.247
C13 -2.216 -2.848 1.801
I1 -3.110 -1.965 0.108
C14 -0.102 1.847 1.166
O2 -0.801 1.299 0.280
H1 0.382 4.792 -0.368
H2 -0.313 3.281 -1.034
H3 1.436 3.533 -0.990
H4 1.902 3.906 3.744
H5 0.067 1.442 5.336
H6 1.640 2.267 5.417
H7 2.573 0.353 4.638
H8 -0.274 -0.265 3.871
H9 0.323 -2.296 3.964
H10 -0.415 -4.498 4.748
H11 -2.345 -5.628 3.672
H12 -3.466 -4.579 1.745
C15 -1.071 -1.885 -4.086
C16 -1.912 -1.023 -3.214
C17 -3.393 -1.099 -3.372
O3 -1.419 -0.283 -2.362
H13 -1.620 -2.293 -4.926
H14 -0.707 -2.706 -3.462
H15 -0.187 -1.349 -4.429
H16 -3.680 -0.798 -4.377
H17 -3.890 -0.464 -2.641
H18 -3.711 -2.132 -3.240
Br1 4.700 1.619 -2.435
C18 3.039 2.162 -3.170
C19 2.992 3.169 -4.123
C20 1.774 3.551 -4.656
C21 0.608 2.928 -4.235
C22 0.653 1.933 -3.272
C23 1.872 1.530 -2.742
I2 1.986 -0.058 -1.253
H19 3.906 3.645 -4.438
H20 1.735 4.322 -5.409
H21 -0.339 3.209 -4.667
H22 -0.258 1.465 -2.929
O4 1.428 -1.684 0.669
Se1 1.127 -3.228 0.079
O5 2.408 -3.870 -0.521
O6 -0.026 -2.867 -1.057
O7 0.431 -4.044 1.234

Results
energy above the lowest of the compared OMol25 structures with the same formula, charge and spin: 138.1 kJ/mol
charge: +1
spin multiplicity: 2
orbital gap (alpha / beta): 4.5 / 4.7 eV
highest occupied orbital energy (alpha / beta): -10.89 / -10.89 eV
LUMO level (alpha / beta): -6.424 / -6.201 eV